# 1
# C3H6N2

A single C3H6N2 molecule at a distorted geometry (ωB97M-V/def2-TZVPD, the OMol25 dataset).

HOMO-LUMO gap   10.212 eV
SMILES string   [H]/N=C/C(C)=N/[H]
Energy above the lowest of the compared OMol25 structures with the same formula, charge and spin   212.8 kJ/mol
Calculated total energy   -227.343776 Ha
Charge   0

```
11
Properties=species:S:1:pos:R:3:nbo_charge:R:1
N -0.44 0.11 -1.89 -0.655
N 1.49 -0.50 0.83 -0.632
C -0.94 0.41 1.03 -0.687
C 0.46 -0.26 -1.16 0.124
C 0.36 -0.08 0.48 0.283
H -0.76 0.91 1.89 0.221
H 1.31 -0.75 -1.47 0.155
H -1.44 -0.62 1.00 0.252
H -1.31 1.13 0.35 0.250
H -0.39 0.18 -2.90 0.359
H 1.66 -0.54 1.85 0.330
```

=====

# 2
# C3H6N2

A single C3H6N2 molecule at a distorted geometry (ωB97M-V/def2-TZVPD, the OMol25 dataset).

HOMO-LUMO gap   9.817 eV
SMILES string   C=NN1CC1
Energy above the lowest of the compared OMol25 structures with the same formula, charge and spin   512.4 kJ/mol
Calculated total energy   -227.229680 Ha
Charge   0

```
11
Properties=species:S:1:pos:R:3:nbo_charge:R:1
N 0.45 1.24 -0.95 -0.179
N -0.05 -0.24 -0.94 -0.315
C 0.43 -1.17 0.04 -0.290
C -1.03 -0.84 -0.23 -0.245
C 0.71 1.62 0.25 -0.116
H -1.97 -1.39 -0.53 0.204
H 0.74 -2.11 -0.62 0.245
H -1.30 -0.24 0.53 0.156
H 0.14 1.30 1.10 0.150
H 1.22 2.48 0.41 0.179
H 0.67 -0.65 0.93 0.209
```

=====

# 3
# C3H6N2O

A molecular structure, C3H6N2O (ωB97M-V/def2-TZVPD, the OMol25 dataset).

HOMO-LUMO gap   9.835 eV
Energy above the lowest of the compared OMol25 structures with the same formula, charge and spin   378.7 kJ/mol
Calculated total energy   -302.548861 Ha
Charge   0

```
12
Properties=species:S:1:pos:R:3:nbo_charge:R:1
O -2.58 0.15 -1.21 -0.434
N -0.55 -0.88 -0.46 -0.610
N -1.92 1.16 0.01 -0.205
C -1.50 0.07 -0.50 0.609
C 0.84 -0.61 -0.03 -0.203
C 0.96 0.65 0.82 -0.634
H 0.46 1.50 0.32 0.230
H -0.67 -1.62 -1.14 0.411
H 0.53 0.52 1.82 0.221
H 1.45 -0.50 -0.94 0.189
H 1.22 -1.49 0.51 0.200
H 2.02 0.91 0.91 0.225
```

=====

# 4
# C3H6N2O

A molecular structure, C3H6N2O (ωB97M-V/def2-TZVPD, the OMol25 dataset).

HOMO-LUMO gap   9.615 eV
Energy above the lowest of the compared OMol25 structures with the same formula, charge and spin   376.4 kJ/mol
Calculated total energy   -302.549744 Ha
Charge   0

```
12
Properties=species:S:1:pos:R:3:nbo_charge:R:1
O -2.35 -1.53 -0.43 -0.438
N -2.07 0.08 0.24 -0.210
N 0.01 -1.09 -0.33 -0.608
C -1.29 -0.84 -0.18 0.607
C 0.92 0.06 -0.38 -0.210
C 0.57 1.06 0.72 -0.618
H 1.94 -0.31 -0.26 0.206
H 0.22 -1.89 -0.91 0.411
H 0.85 0.54 -1.37 0.189
H 0.84 0.67 1.71 0.217
H -0.50 1.28 0.74 0.231
H 1.07 2.01 0.55 0.223
```

=====

# 5
# C3H6N2O

2 unconnected molecules or ions with the total composition C3H6N2O (ωB97M-V/def2-TZVPD, the OMol25 dataset).

HOMO-LUMO gap   11.125 eV
SMILES string   N=C=N.CC=O
Energy above the lowest of the compared OMol25 structures with the same formula, charge and spin   173.4 kJ/mol
Calculated total energy   -302.627068 Ha
Charge   0

```
12
Properties=species:S:1:pos:R:3:nbo_charge:R:1
O -1.01 1.35 0.12 -0.535
N -1.16 -2.28 -0.21 -0.729
N -0.48 -0.77 -2.00 -0.735
C -0.87 -1.46 -1.06 0.666
C 1.06 0.52 1.01 -0.722
C 0.18 1.49 0.28 0.452
H -1.13 -1.99 0.76 0.395
H -1.15 -0.13 -2.40 0.403
H 0.55 -0.44 1.14 0.220
H 2.01 0.37 0.48 0.236
H 1.29 0.93 2.00 0.241
H 0.70 2.40 -0.12 0.107
```

=====

# 6
# C3H6N2O

2 unconnected molecules or ions with the total composition C3H6N2O at a distorted geometry (ωB97M-V/def2-TZVPD, the OMol25 dataset).

HOMO-LUMO gap   8.645 eV
Energy above the lowest of the compared OMol25 structures with the same formula, charge and spin   433.7 kJ/mol
Calculated total energy   -302.527905 Ha
Charge   0

```
12
Properties=species:S:1:pos:R:3:nbo_charge:R:1
O -2.46 -0.77 -0.51 -0.663
N 0.94 1.24 1.27 -0.821
N 1.27 -0.61 -1.74 -0.363
C -1.12 -0.58 -0.51 0.052
C 0.72 -0.06 0.70 -0.194
C 1.27 -0.35 -0.60 0.197
H 0.94 -0.85 1.43 0.220
H 1.08 1.95 0.57 0.366
H 1.72 1.27 1.92 0.370
H -2.92 -0.02 -0.91 0.485
H -0.63 -1.53 -0.58 0.182
H -0.81 0.30 -1.04 0.170
```

=====

# 7
# C3H6N2O

A single C3H6N2O molecule at a distorted geometry (ωB97M-V/def2-TZVPD, the OMol25 dataset).

HOMO-LUMO gap   8.519 eV
SMILES string   CN=C=[N+](C)[O-]
Energy above the lowest of the compared OMol25 structures with the same formula, charge and spin   524.0 kJ/mol
Calculated total energy   -302.493535 Ha
Charge   0

```
12
Properties=species:S:1:pos:R:3:nbo_charge:R:1
O 0.42 -2.39 -0.64 -0.605
N 0.41 -1.14 -1.01 -0.019
N -1.61 0.22 -0.55 -0.403
C -1.84 1.21 0.46 -0.431
C -0.54 -0.39 -0.80 0.574
C 1.59 -0.67 -1.75 -0.421
H 2.02 -1.59 -2.13 0.252
H -3.00 1.10 0.74 0.220
H -1.56 2.20 -0.01 0.222
H 1.25 0.08 -2.41 0.204
H 2.17 -0.14 -1.01 0.211
H -1.27 1.07 1.38 0.197
```

=====

# 8
# C3H6N2O

A molecular structure, C3H6N2O at a distorted geometry (ωB97M-V/def2-TZVPD, the OMol25 dataset).

HOMO-LUMO gap (alpha / beta)   6.840 / 8.198 eV
Energy above the lowest of the compared OMol25 structures with the same formula, charge and spin   553.9 kJ/mol
Calculated total energy   -302.482133 Ha
Charge   0

```
12
Properties=species:S:1:pos:R:3:nbo_charge:R:1
O 1.99 0.14 -1.14 -0.553
N 0.50 -1.15 1.02 -0.276
N 0.86 1.81 -0.08 -0.823
C -1.27 -0.27 -0.50 -0.399
C 1.09 0.54 -0.46 0.690
C -0.06 -0.42 0.12 -0.007
H -0.42 -2.01 1.56 0.102
H -1.95 -1.11 -0.51 0.211
H 1.43 2.55 -0.46 0.410
H -0.81 -2.64 1.20 0.028
H 0.06 2.05 0.48 0.407
H -1.42 0.51 -1.23 0.210
```